[1]
80
Properties=species:S:1:pos:R:3:forces:R:3 method="wB97M-V/def2-TZVPD" homo_energy_ev=-16.033 e_tot_ev=-83155.672 charge=+3 largest_force_ha_per_bohr=0.0118 lumo_ev=-10.5
Pt 1.0559 0.4377 -0.3358 0.21 0.44 0.36
O 4.8226 0.4338 -2.7370 -0.02 0.00 0.05
C 3.5726 0.1830 -2.4595 0.15 0.02 -0.02
O 2.9773 0.5899 -1.4887 -0.13 -0.02 -0.05
C 3.0206 -0.6981 -3.5668 0.05 0.04 -0.12
O 1.5699 -0.7871 -3.3994 -0.04 -0.14 0.18
C 0.8817 -1.6505 -3.9660 0.00 0.23 -0.40
C 0.5888 -3.7294 -1.8896 -0.02 -0.09 0.20
O -0.0853 -4.2664 -2.6577 -0.04 0.04 -0.07
O 1.2791 -3.1423 -1.1600 0.03 -0.04 0.06
H 5.2526 0.9690 -2.0444 0.01 0.00 0.00
H 3.4655 -1.6929 -3.5315 -0.04 -0.01 0.04
H 3.2120 -0.2350 -4.5348 -0.03 0.00 -0.01
H 1.3204 -2.3996 -4.6305 0.08 0.00 0.05
H -0.1920 -1.5794 -3.8012 0.00 -0.03 0.07
N -1.6979 1.1788 -0.6367 -0.08 0.02 0.03
P -0.9120 0.4069 0.6587 -0.05 -0.09 -0.11
C -1.1221 1.2977 2.1786 -0.05 0.05 -0.04
C -2.3446 1.2057 2.8564 -0.01 0.02 -0.01
C -2.5653 1.9892 3.9750 0.01 0.00 0.00
C -1.5742 2.8585 4.4190 0.00 0.00 0.00
C -0.3627 2.9512 3.7474 0.01 0.00 0.00
C -0.1337 2.1774 2.6213 0.01 -0.03 0.02
C -1.6107 -1.2368 0.8341 0.00 0.00 0.02
C -2.0646 -1.9227 -0.2948 0.02 0.00 0.00
C -2.5519 -3.2139 -0.1760 0.02 -0.01 0.00
C -2.5858 -3.8297 1.0714 0.01 0.00 0.00
C -2.1331 -3.1527 2.1953 -0.01 0.00 0.00
C -1.6418 -1.8592 2.0812 -0.03 0.00 0.00
P -0.3796 1.7036 -1.5632 0.19 -0.36 -0.05
C -0.0996 3.4574 -1.4755 -0.06 0.02 -0.07
C 0.9294 3.9593 -0.6763 -0.01 0.01 -0.01
C 1.1176 5.3290 -0.5823 0.01 0.00 0.00
C 0.2793 6.1919 -1.2755 0.00 0.00 0.00
C -0.7453 5.6955 -2.0746 0.01 0.00 0.00
C -0.9334 4.3293 -2.1840 0.00 0.00 -0.01
C -0.6841 1.2884 -3.2906 -0.14 0.11 0.02
C -1.6975 0.4106 -3.6677 -0.01 -0.01 -0.02
C -1.8277 0.0323 -5.0010 0.00 -0.01 0.01
C -0.9419 0.5252 -5.9548 0.03 -0.04 0.01
C 0.0585 1.4198 -5.5814 0.02 -0.02 -0.01
C 0.1843 1.8068 -4.2560 0.00 -0.01 0.01
H -2.6251 1.5892 -0.6071 0.03 0.05 0.04
H -3.1221 0.5329 2.5136 0.00 0.00 0.00
H -3.5092 1.9271 4.4992 0.00 0.00 0.00
H -1.7511 3.4691 5.2946 0.00 0.00 0.00
H 0.4041 3.6266 4.1013 0.00 0.00 0.00
H 0.8127 2.2420 2.1006 0.01 -0.02 0.02
H -2.0634 -1.4294 -1.2593 0.00 -0.01 0.00
H -2.9298 -3.7359 -1.0455 -0.01 0.01 0.00
H -2.9886 -4.8295 1.1670 -0.01 0.00 0.00
H -2.1938 -3.6197 3.1703 0.01 0.00 0.00
H -1.3159 -1.3248 2.9653 0.01 0.00 0.00
H 1.5840 3.2826 -0.1389 -0.01 0.00 0.02
H 1.9183 5.7246 0.0275 0.00 0.00 0.00
H 0.4275 7.2608 -1.1986 0.00 0.00 0.00
H -1.3900 6.3749 -2.6149 0.00 0.00 0.00
H -1.7213 3.9460 -2.8228 -0.01 0.00 0.01
H -2.3984 0.0381 -2.9305 -0.02 0.02 -0.01
H -2.6330 -0.6265 -5.3005 -0.01 0.01 0.00
H -1.0554 0.2427 -6.9933 0.00 0.00 0.00
H 0.7200 1.8349 -6.3310 -0.01 0.01 -0.01
H 0.9444 2.5278 -3.9738 -0.02 0.02 0.00
C 1.1142 -4.9954 2.5864 -0.01 -0.01 0.01
C 1.2100 -3.5899 3.0714 -0.01 0.00 0.00
C 0.9244 -3.1886 4.3548 0.01 0.02 -0.02
C 1.0478 -1.8353 4.6788 0.04 -0.05 0.05
N 1.4754 -0.9336 3.7772 -0.06 0.05 -0.06
C 1.7651 -1.3287 2.5617 -0.05 -0.02 0.14
S 2.5130 -0.2388 1.4259 0.01 -0.20 -0.28
N 1.6093 -2.6341 2.2059 -0.04 0.02 -0.06
C 0.7457 -1.3226 6.0412 0.01 0.00 -0.01
H 1.7072 -5.6479 3.2273 0.00 0.00 0.00
H 1.4712 -5.0986 1.5629 0.00 0.00 0.00
H 0.0803 -5.3385 2.6370 0.00 0.00 0.00
H 0.6158 -3.9139 5.0942 -0.01 0.00 0.00
H 1.8168 -2.8787 1.2446 0.08 -0.02 0.02
H 0.1205 -2.0074 6.6090 0.00 0.00 0.00
H 0.2796 -0.3410 5.9739 0.00 0.00 0.00
H 1.6888 -1.1923 6.5795 0.00 0.01 0.00

[2]
92
Properties=species:S:1:pos:R:3:forces:R:3 method="wB97M-V/def2-TZVPD" homo_energy_ev=-4.179 e_tot_ev=-101398.335 charge=-1 largest_force_ha_per_bohr=0.0117 lumo_ev=1.3
In -0.3510 1.3381 0.8855 0.07 -0.06 0.05
N -3.4602 5.0212 1.1317 0.01 0.02 0.01
C -2.9199 3.8687 1.6910 -0.02 -0.06 -0.07
S -1.8755 4.0403 3.0376 0.02 -0.01 0.02
N -3.2694 2.7705 1.0646 -0.14 0.05 0.07
N -2.8343 1.5849 1.5914 0.08 0.06 -0.02
C -3.3290 1.1467 2.6869 0.03 -0.02 -0.03
C -4.4443 1.7891 3.4331 0.00 0.01 0.02
C -4.3112 2.0998 4.7824 0.03 0.01 -0.02
C -5.3698 2.6594 5.4799 -0.02 0.01 0.00
C -6.5702 2.9181 4.8320 0.01 0.00 0.01
C -6.7047 2.6185 3.4838 0.00 -0.01 -0.01
C -5.6451 2.0585 2.7853 -0.02 -0.01 0.01
C -2.7751 -0.1441 3.1823 -0.01 0.00 0.01
C -3.4583 -0.9343 4.1059 0.00 0.00 0.01
C -2.9165 -2.1541 4.4740 0.00 0.00 0.00
C -1.7081 -2.5522 3.9239 -0.01 0.00 0.00
C -1.0920 -1.6958 3.0228 0.01 -0.01 0.00
N -1.6069 -0.5303 2.6631 -0.03 0.00 -0.01
H -2.9118 5.8434 1.3229 0.00 0.00 0.00
H -3.7482 4.9105 0.1702 0.00 0.00 0.00
H -3.3606 1.9297 5.2720 0.00 0.00 0.00
H -5.2511 2.9118 6.5262 0.00 0.00 0.00
H -7.3949 3.3640 5.3743 0.00 0.00 0.00
H -7.6341 2.8307 2.9702 0.00 0.00 0.00
H -5.7326 1.8467 1.7277 0.00 0.00 0.00
H -4.4018 -0.5978 4.5118 0.00 0.00 0.00
H -3.4367 -2.7885 5.1809 0.00 0.00 0.00
H -1.2512 -3.4979 4.1840 0.00 0.00 0.00
H -0.1429 -1.9443 2.5591 0.00 0.03 0.02
C -3.3031 -1.5144 0.1455 0.00 -0.02 0.00
C -2.1410 -1.6946 -0.7725 -0.01 0.01 0.01
C -1.8781 -2.7794 -1.6305 -0.03 0.01 -0.01
C -0.7746 -2.3964 -2.3581 0.05 0.00 0.00
C -0.0819 -3.1339 -3.4565 -0.02 0.01 -0.01
N -0.4065 -1.1661 -1.9300 -0.05 0.06 -0.13
N -1.2406 -0.7384 -0.9442 0.06 -0.04 0.05
B 0.7616 -0.3375 -2.5009 0.00 -0.37 -0.01
N 2.0082 -0.7625 -1.5740 0.11 0.59 0.04
N 1.6010 -1.7614 0.4945 0.03 0.08 -0.01
C 1.8887 -2.9136 0.0253 -0.12 -0.10 -0.03
C 1.4019 -4.0503 0.8907 0.02 -0.02 0.01
C 2.6870 -3.3887 -1.1262 -0.01 0.01 0.04
C 3.5437 -2.7675 -1.9340 0.05 0.08 -0.01
C 4.0858 -3.5111 -4.1273 0.00 -0.01 0.03
N 0.4692 1.1361 -2.6303 0.05 0.08 0.05
N -0.1323 1.8815 -1.6606 0.03 -0.01 0.00
C -0.1582 3.1282 -2.0945 -0.02 -0.02 -0.01
C -0.7261 4.2261 -1.2564 0.01 0.01 0.00
C 0.4229 3.2113 -3.3720 -0.01 0.02 0.01
C 0.8214 1.9324 -3.6710 0.00 -0.05 0.00
C 1.5603 1.4510 -4.8723 0.01 -0.01 -0.02
H -3.3748 -2.3245 0.8754 0.01 0.01 0.02
H -4.2330 -1.4973 -0.4279 0.00 -0.03 0.00
H -3.2132 -0.5669 0.6668 -0.02 0.00 -0.05
H -2.4430 -3.6917 -1.7383 0.00 0.00 0.00
H -0.5476 -4.1111 -3.5841 0.00 0.00 0.00
H 0.9758 -3.2803 -3.2364 -0.01 0.00 -0.02
H -0.1447 -2.5946 -4.4029 0.00 0.00 0.01
H 1.0826 -0.7771 -3.5732 0.00 0.01 0.03
H 0.9259 -3.6636 1.7865 -0.02 -0.02 -0.02
H 2.2342 -4.6966 1.1778 0.00 -0.01 0.00
H 0.6810 -4.6554 0.3365 -0.02 0.03 0.00
H 2.6991 -4.4712 -1.2112 0.03 0.00 0.01
H 4.7341 -4.2838 -4.5308 0.00 0.00 0.00
H 4.2677 -2.5612 -4.6208 0.00 0.01 0.00
H 3.0412 -3.8039 -4.2476 0.01 -0.01 0.00
H -1.3996 3.8281 -0.4971 0.00 0.01 -0.01
H -1.2885 4.9288 -1.8737 0.01 0.00 0.00
H 0.0707 4.7798 -0.7554 -0.01 0.00 0.01
H 0.5615 4.0899 -3.9800 0.00 0.00 0.00
H 1.6812 2.2794 -5.5695 0.00 0.00 0.00
H 1.0310 0.6440 -5.3820 0.00 0.00 0.00
H 2.5505 1.0918 -4.5914 0.01 0.00 0.01
O 3.9487 -0.6479 -3.3422 -0.10 0.07 -0.06
S 3.5484 -0.9705 -2.0075 -0.16 -0.13 0.21
O 4.4113 -3.4308 -2.7243 0.05 -0.04 -0.02
O 1.9082 -0.5971 -0.1871 0.00 -0.15 -0.06
C 4.6431 -0.4880 -0.6742 0.15 -0.15 -0.06
C 5.1808 -1.5207 0.0985 0.00 0.04 0.03
C 6.0880 -1.2300 1.1000 -0.01 -0.01 -0.01
C 6.4668 0.0851 1.3296 -0.01 0.00 -0.01
C 5.9468 1.0991 0.5477 -0.01 0.02 0.04
C 5.0376 0.8308 -0.4665 -0.02 0.00 -0.04
S 4.4862 2.2171 -1.4752 0.20 0.07 0.01
O 4.3196 3.2957 -0.5303 -0.02 0.00 -0.01
O 5.5786 2.3813 -2.4130 -0.06 -0.03 -0.01
O 3.2606 1.6835 -2.0430 -0.14 0.01 -0.04
H 4.9016 -2.5489 -0.0636 -0.02 -0.02 -0.02
H 6.4925 -2.0348 1.6993 0.00 0.00 0.00
H 7.1689 0.3175 2.1200 0.00 0.00 0.00
H 6.2186 2.1339 0.7093 0.00 0.00 0.00